[1]
Here is C37H30Br2GeMnN3O7S3 as an isolated structure from the OMol25 dataset. Energies are from ωB97M-V/def2-TZVPD.

Summary:
E_tot (Eh): -11689.58618
Charge: -1
Relative energy (zero: lowest compared OMol25 entry of this formula, charge and spin) (kJ/mol): 240.0
Multiplicity: 6
Maximum force (eV/Å): 1.5
⟨S²⟩: 8.79

Each line ends with the Löwdin charge.
Geometry (Å):
Mn -1.485 0.433 -0.244  0.528
C -0.227 1.303 8.435  -0.059
C -0.226 0.941 6.977  -0.279
C 0.334 1.793 6.031  -0.035
C 0.393 1.435 4.693  -0.045
C -0.130 0.218 4.287  -0.285
C -0.692 -0.643 5.215  -0.056
C -0.746 -0.277 6.549  -0.042
S 0.058 -0.302 2.593  0.564
O 0.215 -1.746 2.612  -0.322
O 1.197 0.444 2.085  -0.356
N -1.282 0.072 1.846  -0.287
C -2.283 0.883 2.518  -0.205
C -3.510 1.091 1.626  -0.657
O -4.576 1.408 2.134  0.023
O -3.311 0.934 0.371  -0.141
H -0.170 2.382 8.574  0.072
H 0.630 0.859 8.945  0.081
H -1.127 0.943 8.932  0.074
H 0.736 2.749 6.344  0.110
H 0.841 2.089 3.958  0.116
H -1.078 -1.598 4.885  0.114
H -1.193 -0.949 7.271  0.110
H -1.907 1.885 2.771  0.121
H -2.635 0.415 3.443  0.114
Br -3.422 0.555 -6.830  0.759
C -3.036 0.618 -4.984  -0.666
C -2.676 1.812 -4.384  -0.052
C -2.300 1.787 -3.046  -0.069
N -2.277 0.661 -2.349  0.076
C -2.740 -0.474 -2.906  -0.200
C -3.111 -0.551 -4.245  -0.068
C -2.829 -1.663 -2.002  -0.178
C -3.644 -2.755 -2.298  -0.047
C -3.663 -3.798 -1.386  -0.662
Br -4.764 -5.290 -1.731  0.767
C -2.904 -3.747 -0.220  -0.069
C -2.142 -2.613 0.010  -0.092
N -2.111 -1.611 -0.863  0.055
H -2.657 2.744 -4.927  0.116
H -2.003 2.689 -2.538  0.080
H -3.400 -1.479 -4.712  0.104
H -4.264 -2.784 -3.178  0.104
H -2.902 -4.555 0.494  0.108
H -1.534 -2.486 0.900  0.108
C 0.740 -0.720 -5.721  -0.094
C 1.416 0.412 -5.294  -0.071
C 1.484 0.729 -3.947  -0.116
C 0.885 -0.084 -2.984  -0.260
C 0.215 -1.220 -3.436  -0.125
C 0.140 -1.541 -4.782  -0.097
Ge 1.107 0.312 -1.051  1.021
C 2.751 1.356 -0.868  -0.317
C 2.969 2.360 0.063  -0.134
C 4.215 2.962 0.171  -0.075
C 5.260 2.564 -0.644  -0.097
C 5.061 1.547 -1.567  -0.093
C 3.817 0.948 -1.672  -0.122
C 1.597 -1.402 -0.203  -0.276
C 0.956 -2.617 -0.419  -0.133
C 1.404 -3.789 0.164  -0.088
C 2.515 -3.768 0.990  -0.088
C 3.167 -2.567 1.217  -0.073
C 2.709 -1.400 0.635  -0.116
H 0.681 -0.960 -6.775  0.098
H 1.891 1.065 -6.014  0.104
H 1.996 1.625 -3.648  0.085
H -0.266 -1.886 -2.735  0.068
H -0.393 -2.431 -5.092  0.102
H 2.169 2.673 0.713  0.056
H 4.360 3.757 0.891  0.104
H 6.229 3.039 -0.560  0.094
H 5.872 1.219 -2.205  0.095
H 3.687 0.140 -2.386  0.101
H 0.083 -2.678 -1.047  0.057
H 0.880 -4.718 -0.024  0.099
H 2.867 -4.678 1.459  0.098
H 4.030 -2.529 1.869  0.104
H 3.220 -0.473 0.852  0.098
O 0.460 3.101 -2.853  -0.392
S 0.246 3.931 -1.689  0.150
O 1.418 4.578 -1.171  -0.358
O -0.936 4.759 -1.783  -0.389
S -0.347 2.562 -0.105  0.542

---

[2]
Here is C37H30Br2GeMnN3O7S3 as an isolated structure from the OMol25 dataset. Energies are from ωB97M-V/def2-TZVPD.

Summary:
E_tot (Eh): -11689.67759
Charge: -1
Relative energy (zero: lowest compared OMol25 entry of this formula, charge and spin) (kJ/mol): 0.0
Multiplicity: 6
Maximum force (eV/Å): 0.5
⟨S²⟩: 8.75

Each line ends with the Löwdin charge.
Geometry (Å):
Mn -0.564 1.434 1.581  0.870
C -7.005 1.883 -3.315  -0.062
C -6.130 1.681 -2.108  -0.284
C -4.816 1.254 -2.235  -0.033
C -4.008 1.077 -1.119  -0.044
C -4.521 1.327 0.140  -0.259
C -5.837 1.749 0.292  -0.057
C -6.630 1.926 -0.827  -0.051
S -3.502 1.104 1.578  0.530
O -4.376 0.465 2.554  -0.341
O -3.008 2.432 1.936  -0.345
N -2.254 0.288 1.188  -0.305
C -2.122 -1.148 1.262  -0.177
C -0.646 -1.514 1.532  -0.651
O -0.348 -2.712 1.498  -0.012
O 0.158 -0.550 1.786  -0.117
H -6.492 1.581 -4.228  0.070
H -7.288 2.932 -3.423  0.077
H -7.926 1.302 -3.238  0.075
H -4.411 1.055 -3.221  0.111
H -2.981 0.748 -1.213  0.056
H -6.230 1.921 1.285  0.112
H -7.658 2.254 -0.709  0.108
H -2.417 -1.651 0.334  0.111
H -2.719 -1.577 2.074  0.113
Br 0.073 -0.377 8.210  0.752
C -0.259 0.257 6.461  -0.668
C -1.492 0.062 5.874  -0.074
C -1.682 0.552 4.590  -0.061
N -0.726 1.185 3.924  0.090
C 0.463 1.366 4.498  -0.185
C 0.747 0.923 5.783  -0.052
C 1.467 2.133 3.687  -0.171
C 2.775 2.316 4.115  -0.056
C 3.605 3.102 3.336  -0.671
Br 5.397 3.355 3.867  0.763
C 3.134 3.693 2.181  -0.078
C 1.827 3.425 1.814  -0.087
N 1.020 2.654 2.538  0.071
H -2.288 -0.458 6.386  0.109
H -2.629 0.429 4.074  0.098
H 1.702 1.083 6.257  0.097
H 3.153 1.855 5.014  0.100
H 3.763 4.315 1.561  0.111
H 1.418 3.813 0.892  0.120
C 4.513 1.032 -4.834  -0.103
C 3.162 0.934 -5.140  -0.088
C 2.299 0.291 -4.266  -0.126
C 2.770 -0.275 -3.082  -0.288
C 4.127 -0.164 -2.785  -0.094
C 4.994 0.484 -3.655  -0.096
Ge 1.549 -1.175 -1.854  0.797
C 2.509 -1.635 -0.220  -0.273
C 2.806 -2.982 -0.026  -0.102
C 3.592 -3.395 1.044  -0.088
C 4.098 -2.461 1.931  -0.096
C 3.817 -1.113 1.742  -0.083
C 3.028 -0.704 0.680  -0.110
C 0.786 -2.787 -2.663  -0.317
C 0.919 -3.048 -4.025  -0.105
C 0.260 -4.120 -4.613  -0.100
C -0.551 -4.940 -3.841  -0.104
C -0.695 -4.687 -2.484  -0.084
C -0.035 -3.617 -1.895  -0.105
H 5.187 1.544 -5.511  0.094
H 2.776 1.379 -6.050  0.099
H 1.239 0.259 -4.489  0.092
H 4.513 -0.587 -1.864  0.096
H 6.046 0.566 -3.408  0.096
H 2.416 -3.731 -0.704  0.091
H 3.796 -4.450 1.184  0.096
H 4.704 -2.779 2.771  0.094
H 4.208 -0.376 2.435  0.092
H 2.800 0.346 0.551  0.073
H 1.554 -2.417 -4.637  0.090
H 0.376 -4.312 -5.673  0.095
H -1.072 -5.773 -4.298  0.094
H -1.330 -5.320 -1.876  0.102
H -0.171 -3.431 -0.833  0.090
O 1.368 1.487 -0.240  -0.451
S 0.318 1.874 -1.190  0.156
O -0.806 2.455 -0.437  -0.421
O 0.758 2.669 -2.304  -0.347
S -0.367 0.016 -1.905  0.535

---

[3]
Here is C37H30BrN9STeTl as an isolated structure from the OMol25 dataset. Energies are from ωB97M-V/def2-TZVPD.

Summary:
E_tot (Eh): -5333.23620
Charge: +1
Relative energy (zero: lowest compared OMol25 entry of this formula, charge and spin) (kJ/mol): 117.8
Maximum force (eV/Å): 0.7

Each line ends with the Löwdin charge.
Geometry (Å):
Tl 1.186 -0.185 -0.646  0.708
N 3.287 -3.619 1.079  0.075
C 3.009 -2.298 0.941  -0.902
S 3.733 -1.435 -0.361  0.620
N 2.176 -1.783 1.834  0.002
N 1.889 -0.482 1.511  -0.115
C 2.081 0.463 2.356  -0.175
C 2.617 0.253 3.720  -0.171
C 2.037 -0.664 4.592  -0.035
C 2.549 -0.837 5.866  -0.061
C 3.664 -0.119 6.272  -0.066
C 4.267 0.774 5.401  -0.058
C 3.742 0.965 4.133  -0.028
C 1.930 1.855 1.843  -0.256
C 1.838 2.950 2.695  0.006
C 1.792 4.222 2.154  -0.019
C 1.849 4.367 0.776  -0.026
C 1.901 3.224 -0.004  -0.158
N 1.927 1.998 0.510  0.007
H 4.088 -3.979 0.593  0.084
H 3.014 -4.060 1.942  0.100
H 1.206 -1.268 4.257  0.076
H 2.089 -1.548 6.537  0.108
H 4.067 -0.263 7.265  0.110
H 5.147 1.322 5.704  0.111
H 4.228 1.655 3.455  0.125
H 1.800 2.800 3.764  0.128
H 1.720 5.087 2.798  0.122
H 1.845 5.341 0.309  0.118
H 1.919 3.296 -1.081  0.045
N -1.737 -2.552 3.299  0.046
C -1.041 -1.480 2.907  -0.161
N -1.122 -1.346 1.601  0.066
C -1.904 -2.405 1.237  -0.315
N -2.299 -3.157 2.240  0.137
C -2.289 -2.655 -0.160  -0.207
C -3.218 -3.634 -0.517  -0.055
N -3.584 -3.807 -1.776  0.100
C -3.020 -3.008 -2.679  -0.093
C -2.075 -2.055 -2.328  -0.109
N -1.705 -1.878 -1.061  0.105
H -1.873 -2.918 4.226  0.164
H -0.517 -0.836 3.590  0.113
H -3.663 -4.272 0.235  0.118
H -3.322 -3.133 -3.711  0.113
H -1.600 -1.438 -3.082  0.115
Br 0.996 1.885 -3.065  0.875
C 1.203 0.420 -4.268  -0.556
C 1.315 0.753 -5.585  -0.121
C 1.425 -0.254 -6.563  -0.058
C 1.409 -1.558 -6.180  -0.020
C 1.293 -1.922 -4.816  -0.152
C 1.264 -3.291 -4.472  -0.014
C 1.157 -3.680 -3.171  -0.048
C 1.092 -2.704 -2.165  -0.167
C 1.098 -1.361 -2.454  -0.301
C 1.195 -0.925 -3.799  -0.219
H 1.315 1.793 -5.879  0.102
H 1.515 0.021 -7.603  0.114
H 1.485 -2.349 -6.915  0.120
H 1.337 -4.022 -5.267  0.121
H 1.140 -4.727 -2.904  0.116
H 1.043 -3.048 -1.138  0.094
C -1.740 3.102 -0.877  -0.389
Te -1.215 1.433 0.357  1.422
C -3.138 0.776 -0.280  -0.375
C -3.927 2.056 -0.345  -0.300
C -5.292 2.113 -0.112  -0.031
C -5.960 3.326 -0.187  -0.071
C -5.264 4.486 -0.488  -0.071
C -3.896 4.437 -0.715  -0.034
C -3.225 3.226 -0.649  -0.304
H -1.507 2.845 -1.910  0.026
H -1.188 3.994 -0.591  0.058
H -3.543 0.043 0.412  0.063
H -3.021 0.319 -1.260  0.057
H -5.836 1.209 0.131  0.117
H -7.024 3.366 -0.001  0.108
H -5.784 5.433 -0.536  0.108
H -3.351 5.344 -0.941  0.116